# 1
37
Properties=species:S:1:pos:R:3:mulliken_charge:R:1 method="wB97M-V/def2-TZVPD" orbital_gap_ev="5.5 / 5.9" largest_force_ev_per_a=11.38 lumo_ha="0.048 / 0.048" total_energy_ha=-1814.66115 total_charge=-1 multiplicity=6
C -0.9028 0.8115 -4.4689 -0.58
C 0.4826 0.6074 -4.7207 -0.47
C 1.2262 1.3999 -3.7994 -0.54
C 0.2975 2.0922 -2.9735 -0.45
C -1.0188 1.7261 -3.3820 -0.40
Sm -0.0593 -0.2285 -2.4920 0.55
N -1.4935 -0.9051 -1.8198 -0.39
C -0.0752 -2.7213 -2.6185 -0.33
C 0.9217 -2.2017 -3.4105 -0.58
H 2.3146 1.4535 -3.7319 0.35
H 0.9063 -0.0273 -5.5009 0.60
H 0.5456 2.7635 -2.1502 0.41
H -1.9500 2.0758 -2.9348 0.37
H -1.7324 0.3343 -4.9934 0.36
H 0.8095 -2.1674 -4.4981 0.28
H -0.9990 -3.1139 -3.0526 0.18
H -2.4109 -1.3105 -1.5982 0.01
H 1.9128 -1.9924 -2.9932 0.26
H 0.0986 -2.9377 -1.5614 0.21
O 0.4245 -1.7320 0.4000 -0.74
C 0.2495 -0.4712 0.7067 0.49
O 0.1692 0.4198 -0.2627 -0.66
C 0.1761 -0.0831 2.1317 0.07
C -0.2828 1.1870 2.5095 -0.44
C -0.4029 1.5336 3.8701 -0.21
C -0.0274 0.5930 4.8492 -0.12
C 0.4483 -0.6811 4.4894 -0.17
C 0.5341 -1.0095 3.1261 -0.35
N 0.8328 -1.6284 5.4905 1.06
O 0.7598 -1.3480 6.6498 -0.65
O 1.2439 -2.7056 5.1802 -0.63
N -0.9112 2.8144 4.2515 1.07
O -1.2561 3.6011 3.4221 -0.63
O -1.0341 3.0979 5.4059 -0.65
H -0.5744 1.8952 1.7445 0.58
H -0.1113 0.8514 5.8970 0.56
H 0.8890 -1.9913 2.8381 0.59

# 2
35
Properties=species:S:1:pos:R:3:mulliken_charge:R:1 method="wB97M-V/def2-TZVPD" orbital_gap_ev="4.2 / 4.2" largest_force_ev_per_a=0.95 lumo_ha="0.174 / 0.174" total_energy_ha=-1498.15784 e_above_lowest_kcal_mol=8.0 total_charge=-2
Pd 0.2931 -0.0901 -0.0942 0.22
O -2.8263 -2.6640 1.2722 -0.60
C -1.7879 -1.6514 1.1290 0.39
O -0.6056 -2.1411 0.9198 -0.78
C -1.9630 -0.7444 2.3582 -0.66
O -0.8643 0.1177 2.5004 -0.30
C -1.1880 1.4803 2.7070 -0.45
C -1.8069 2.2127 1.5065 0.53
O -2.6063 3.1331 1.8129 -0.81
O -1.4434 1.8518 0.3633 -0.55
H -2.3183 -3.4451 1.0232 0.38
H -2.0353 -1.4131 3.2213 0.28
H -2.8953 -0.1717 2.2895 0.34
H -0.2388 1.9701 2.9348 0.30
H -1.8593 1.5958 3.5649 0.26
S -2.0194 -0.0602 -2.5325 -0.29
C -3.4507 0.3034 -1.6063 -0.24
C -3.3286 -0.1833 -0.3585 -0.57
N -2.1484 -0.8427 -0.1308 0.44
C -1.2465 -0.8495 -1.1745 -0.32
H -4.2172 0.9633 -1.9758 0.36
H -4.0192 -0.0341 0.4546 0.32
H -0.7710 -1.7986 -1.4100 0.48
C 2.1181 0.3527 -0.3222 -0.98
C 3.4018 0.5954 0.0786 1.20
C 4.0022 1.9085 0.0307 -0.83
C 5.3099 2.1053 0.4168 -0.07
C 6.1381 1.0675 0.8635 -0.77
C 5.5617 -0.2115 0.9287 -0.08
C 4.2585 -0.4628 0.5704 -0.76
H 3.4003 2.7466 -0.2979 0.32
H 5.7075 3.1165 0.3675 0.30
H 7.1644 1.2451 1.1586 0.33
H 6.1597 -1.0443 1.2923 0.29
H 3.8448 -1.4588 0.6666 0.32

# 3
30
Properties=species:S:1:pos:R:3:mulliken_charge:R:1 method="wB97M-V/def2-TZVPD" orbital_gap_ev="6.0 / 6.9" largest_force_ev_per_a=3.36 lumo_ha="-0.017 / -0.018" total_energy_ha=-1938.06168 total_charge=0 multiplicity=4
V -0.7828 1.6410 0.1241 0.16
C -2.5833 2.0548 -0.8374 -1.24
H -3.0679 1.0818 -1.0152 0.23
H -2.9708 2.7088 -0.0199 0.45
H -2.2169 2.6255 -1.7165 0.24
H 0.0155 3.3814 0.7270 0.01
H 0.2454 2.9569 1.2804 0.13
S 1.5766 -1.9797 0.1170 -0.27
C 0.8715 -2.0002 1.7298 0.90
C 1.2587 -2.8174 2.7963 -0.63
C 0.6195 -2.6383 4.0344 -0.39
C -0.3692 -1.6510 4.1754 -0.55
C -0.7536 -0.8463 3.0886 -0.50
C -0.1945 -1.0633 1.8162 -0.24
N -0.4048 -0.3112 0.6191 -0.24
C 0.3396 -0.8483 -0.4142 0.65
C 0.5145 -0.1084 -1.6370 0.47
C 1.4568 -0.5254 -2.6169 -0.66
C 1.5127 0.1466 -3.8356 -0.66
C 0.6748 1.2437 -4.0683 -0.55
C -0.2273 1.6641 -3.0603 -0.01
C -0.2458 1.0716 -1.8090 0.02
H 2.0113 -3.5921 2.6232 0.36
H 0.8962 -3.2847 4.8699 0.36
H -0.8406 -1.5286 5.1547 0.36
H -1.4882 -0.0528 3.2253 0.35
H 2.1377 -1.3568 -2.4151 0.29
H 2.2054 -0.1970 -4.6048 0.36
H 0.7268 1.7600 -5.0338 0.34
H -0.9173 2.4651 -3.2971 0.28

# 4
31
Properties=species:S:1:pos:R:3:mulliken_charge:R:1 method="wB97M-V/def2-TZVPD" orbital_gap_ev="9.2 / 6.4" largest_force_ev_per_a=0.82 lumo_ha="-0.109 / -0.227" total_energy_ha=-1217.57564 total_charge=+1 multiplicity=3
Pd -0.4164 0.2309 0.2231 0.37
C -0.7698 1.1754 3.6580 -1.57
C 0.0825 1.2553 2.4267 1.13
C 1.0752 0.2933 2.1557 -0.35
C 1.9089 0.4015 1.0340 -0.64
C 1.7854 1.4804 0.1517 -0.38
C 0.7726 2.4200 0.3731 -0.47
C -0.0749 2.2962 1.4876 -0.50
H -1.2235 2.1389 3.8807 0.40
H -0.1711 0.8742 4.5164 0.40
H -1.5703 0.4443 3.5399 0.27
H 1.1999 -0.5356 2.8408 0.42
H 2.6637 -0.3549 0.8651 0.38
H 2.4441 1.5839 -0.6987 0.39
H 0.6407 3.2578 -0.2973 0.39
H -0.8335 3.0492 1.6598 0.43
O -8.7413 -0.2534 0.0692 -0.44
C -7.7386 0.3909 0.6909 0.60
O -7.9520 1.2254 1.5188 -0.50
C -6.3354 0.0446 0.2709 0.49
C -5.9621 -1.2298 -0.1436 -0.62
C -4.6438 -1.4993 -0.4593 -0.71
C -3.6872 -0.4816 -0.3504 0.50
S -2.0492 -0.8590 -0.7257 -0.14
C -4.0670 0.8052 0.0593 -0.22
C -5.3812 1.0615 0.3744 -0.69
H -8.4112 -0.7881 -0.6654 0.32
H -6.6905 -2.0301 -0.1895 0.40
H -4.3433 -2.4908 -0.7693 0.44
H -3.3205 1.5858 0.1291 0.47
H -5.6964 2.0371 0.7164 0.44